1.
The following is a DFT calculation (the ωB97M-V functional and the def2-TZVPD basis) of a cluster of 10 separate species, C9H36N13O12 in total.

Structure (XYZ):
```
70
Properties=species:S:1:pos:R:3:mulliken_charge:R:1
N 8.059 -8.658 -20.895 0.961
O 7.225 -9.181 -20.174 -0.652
O 9.230 -9.139 -20.876 -0.666
O 7.860 -7.687 -21.639 -0.643
C 15.236 -12.078 -20.849 -0.426
O 15.360 -12.556 -22.161 -0.506
H 15.840 -11.172 -20.806 0.216
H 14.178 -11.907 -20.648 0.215
H 15.602 -12.864 -20.189 0.193
H 14.776 -12.033 -22.715 0.303
C 11.244 -12.428 -15.795 -0.519
O 10.084 -12.650 -16.527 -0.493
H 11.123 -12.379 -14.713 0.226
H 11.916 -13.259 -16.010 0.202
H 11.747 -11.509 -16.099 0.256
H 9.770 -11.811 -16.872 0.328
C 7.681 -1.284 -22.256 -0.501
O 8.087 -2.137 -21.188 -0.511
H 7.196 -0.439 -21.767 0.226
H 8.491 -0.853 -22.845 0.215
H 6.952 -1.700 -22.951 0.250
H 7.753 -3.030 -21.298 0.320
C 2.665 -6.234 -17.738 0.633
O 1.652 -5.869 -17.257 -0.642
N 2.735 -7.185 -18.616 -0.406
N 3.842 -5.743 -17.599 -0.396
H 1.902 -7.736 -18.764 0.220
H 3.648 -7.528 -18.881 0.173
H 4.584 -5.997 -18.235 0.192
H 3.882 -4.889 -17.060 0.226
C 9.643 -3.302 -27.682 0.685
O 9.362 -3.051 -28.912 -0.732
N 8.970 -4.162 -26.984 -0.353
N 10.652 -2.770 -27.093 -0.363
H 9.278 -4.281 -26.029 0.158
H 8.091 -4.531 -27.318 0.215
H 10.821 -2.977 -26.119 0.170
H 11.176 -2.060 -27.584 0.223
C 12.812 -8.765 -25.264 0.688
O 13.485 -8.444 -26.218 -0.705
N 12.733 -7.959 -24.281 -0.371
N 12.239 -9.891 -25.083 -0.391
H 12.226 -8.210 -23.444 0.150
H 13.338 -7.158 -24.170 0.220
H 11.621 -10.013 -24.293 0.192
H 12.201 -10.552 -25.846 0.223
C 2.636 -5.862 -25.966 0.644
O 3.309 -5.922 -26.966 -0.667
N 1.407 -5.719 -25.992 -0.351
N 3.052 -6.158 -24.762 -0.400
H 0.868 -5.854 -25.149 0.164
H 1.041 -5.335 -26.851 0.228
H 2.437 -6.034 -23.971 0.164
H 4.051 -6.142 -24.611 0.218
C 3.043 -12.203 -16.046 0.628
O 2.221 -12.967 -15.583 -0.661
N 3.600 -11.137 -15.404 -0.378
N 3.372 -12.235 -17.291 -0.362
H 4.243 -10.555 -15.922 0.153
H 3.285 -10.854 -14.488 0.210
H 4.147 -11.614 -17.477 0.170
H 3.131 -13.092 -17.767 0.240
C 8.493 -15.837 -21.819 0.672
O 8.053 -16.767 -22.472 -0.676
N 9.688 -15.577 -21.366 -0.383
N 7.730 -14.800 -21.624 -0.409
H 9.872 -14.767 -20.791 0.192
H 10.359 -16.309 -21.549 0.213
H 6.858 -14.918 -22.120 0.211
H 8.029 -13.922 -21.224 0.181
```

Properties
Charge = -1
ΔE to the lowest compared entry with this formula, charge and spin = 6.594 eV
Max |F| = 0.174 hartree/bohr
Kohn-Sham gap = 7.193 eV
HOMO = -5.4938 eV



2.
The following is a DFT calculation (the ωB97M-V functional and the def2-TZVPD basis) of a structure of composition ClNO7Rb.

Structure (XYZ):
```
10
Properties=species:S:1:pos:R:3:mulliken_charge:R:1
Rb 15.127 -6.117 21.074 0.946
Cl 11.383 -8.585 21.751 1.651
O 12.172 -7.613 21.114 -0.592
O 10.053 -8.146 22.062 -0.642
O 11.309 -9.737 20.885 -0.652
O 12.137 -9.042 22.946 -0.732
N 14.178 -8.118 17.995 0.870
O 14.863 -8.678 17.207 -0.620
O 13.209 -7.339 17.633 -0.627
O 14.280 -8.291 19.235 -0.602
```

Properties
Charge = -1
ΔE to the lowest compared entry with this formula, charge and spin = 1.323 eV
Max |F| = 0.103 hartree/bohr
Kohn-Sham gap = 5.667 eV
HOMO = -4.6614 eV



3.
The following is a DFT calculation (the ωB97M-V functional and the def2-TZVPD basis) of a cluster of 2 separate species, C13H14NO2 in total.

Structure (XYZ):
```
30
Properties=species:S:1:pos:R:3:mulliken_charge:R:1
C 3.536 -1.314 -2.491 -0.532
O 3.174 0.112 -2.348 -0.265
C 2.145 0.288 -1.278 0.172
O 2.318 1.097 -0.207 -0.440
C 0.711 -0.542 -1.490 0.668
C 0.580 -2.145 -1.030 -0.279
C -0.808 -2.987 -1.277 -0.219
N -1.983 -2.268 -1.930 -0.112
C -1.945 -0.786 -2.355 -0.145
C -0.607 0.144 -2.183 -0.387
H 3.619 -1.737 -1.378 0.234
H 2.670 -1.960 -2.994 0.242
H 4.503 -1.513 -3.121 0.286
H 1.574 -2.594 -0.555 0.295
H -0.820 -4.128 -0.957 0.363
H -2.853 -2.852 -2.079 0.303
H -2.923 -0.377 -2.853 0.370
H -0.619 1.277 -2.559 0.356
C 0.234 1.846 3.363 -0.575
C 0.118 1.616 1.993 -0.085
C -1.138 1.622 1.387 -0.118
C -2.279 1.868 2.151 -0.479
C -2.163 2.103 3.521 -0.415
C -0.908 2.088 4.128 -0.376
H 1.212 1.838 3.835 0.386
H 1.008 1.430 1.396 0.484
H -1.229 1.435 0.320 0.177
H -3.258 1.878 1.679 0.356
H -3.052 2.297 4.116 0.362
H -0.818 2.265 5.196 0.372
```

Properties
Charge = +1
Max |F| = 0.197 hartree/bohr
Kohn-Sham gap = 5.445 eV
HOMO = -11.3484 eV



4.
The following is a DFT calculation (the ωB97M-V functional and the def2-TZVPD basis) of the molecule C4H9N5.

Structure (XYZ):
```
18
Properties=species:S:1:pos:R:3:mulliken_charge:R:1
N -2.814 -0.725 -0.071 -0.629
N -1.975 0.488 0.456 -0.329
C -0.664 0.291 -0.185 0.587
N -0.250 -0.844 -0.325 -0.379
N 1.012 -0.977 -0.648 -0.494
C 1.734 -1.318 0.652 -0.493
C 1.989 0.003 -0.037 0.123
C 1.311 1.363 0.237 -0.555
N 0.040 1.516 -0.429 -0.374
H -2.505 -1.386 0.765 0.306
H -2.369 -1.148 -0.825 0.351
H -2.655 1.520 0.569 0.270
H 2.729 -1.897 0.765 0.256
H 0.646 -1.454 1.280 0.252
H 3.068 0.016 -0.671 0.252
H 1.936 2.053 -0.375 0.238
H 1.182 1.923 1.317 0.299
H -0.343 2.135 0.297 0.318
```

Properties
Structure (SMILES) = NNC1=NN2C[C@@H]2CN1
ΔE to the lowest compared entry with this formula, charge and spin = 8.011 eV
Max |F| = 0.149 hartree/bohr
Kohn-Sham gap = 9.051 eV
HOMO = -8.3205 eV



5.
The following is a DFT calculation (the ωB97M-V functional and the def2-TZVPD basis) of the molecule C11H11NO.

Structure (XYZ):
```
24
Properties=species:S:1:pos:R:3:mulliken_charge:R:1
C 0.858 -2.372 0.924 -0.975
C 1.179 -1.685 -0.427 -0.875
C 1.089 -0.158 -0.494 0.972
C -0.263 0.334 -0.306 -0.016
C -0.827 0.394 0.933 0.150
C -2.109 0.879 1.153 -0.978
C -2.826 1.271 0.030 -0.116
C -2.313 1.222 -1.209 -0.806
C -0.986 0.816 -1.372 0.009
O 1.855 0.433 -1.548 -0.542
C 2.290 0.676 -0.264 -0.403
C 2.055 1.987 0.295 0.012
N 1.727 2.997 0.777 -0.449
H 1.453 -1.889 1.768 0.223
H 1.121 -3.473 0.828 0.377
H -0.248 -2.124 0.982 0.296
H 0.631 -2.064 -1.183 0.439
H 2.219 -2.108 -0.650 0.390
H -0.114 0.084 1.776 0.256
H -2.583 0.939 2.154 0.348
H -3.839 1.689 0.093 0.333
H -3.042 1.444 -2.013 0.328
H -0.429 0.547 -2.288 0.347
H 3.102 0.161 0.041 0.683
```

Properties
Structure (SMILES) = CC[C@]1(c2ccccc2)O[C@H]1C#N
ΔE to the lowest compared entry with this formula, charge and spin = 2.645 eV
Max |F| = 0.101 hartree/bohr
Kohn-Sham gap = 10.348 eV
HOMO = -9.5668 eV



6.
The following is a DFT calculation (the ωB97M-V functional and the def2-TZVPD basis) of a structure of composition C14H52AgO14.

Structure (XYZ):
```
81
Properties=species:S:1:pos:R:3:mulliken_spin:R:1
Ag 3.974 2.658 -0.811 1.164
O 2.453 0.920 -0.730 0.146
C 1.075 1.042 -0.420 0.179
C 0.205 -0.204 0.079 0.035
O 0.647 -0.945 1.219 0.514
H 0.471 1.505 -1.200 -0.014
H 1.030 1.845 0.316 0.051
H -0.001 -0.869 -0.760 -0.016
H -0.774 0.174 0.374 0.017
C 1.694 -0.427 -3.974 0.001
O 2.869 -0.127 -3.357 0.000
H 1.911 -0.490 -5.040 0.000
H 1.225 -1.357 -3.652 0.001
H 1.022 0.400 -3.745 -0.002
H 2.634 0.035 -2.440 0.000
C -1.572 -3.414 -2.800 -0.001
O -1.362 -4.545 -1.983 0.000
H -0.710 -2.758 -2.684 0.001
H -1.666 -3.716 -3.843 0.000
H -2.421 -2.798 -2.502 0.000
H -1.004 -4.297 -1.128 0.000
C -1.309 -3.916 1.292 -0.001
O -0.179 -3.580 0.528 0.005
H -1.636 -4.929 1.057 0.000
H -1.045 -3.868 2.348 -0.001
H -2.085 -3.175 1.102 0.001
H 0.084 -2.681 0.737 -0.013
C -2.422 0.826 -2.483 0.007
O -2.725 1.654 -3.618 0.000
H -2.269 1.471 -1.618 -0.002
H -3.141 0.020 -2.337 0.000
H -1.474 0.302 -2.605 -0.002
H -3.670 1.824 -3.597 0.000
C -0.756 -2.079 4.300 0.001
O -1.378 -1.460 3.225 0.001
H 0.204 -2.569 4.134 0.000
H -0.592 -1.364 5.106 0.000
H -1.425 -2.869 4.642 0.000
H -0.698 -1.104 2.649 -0.010
C 0.412 4.774 1.676 -0.010
O 1.518 4.602 2.493 -0.016
H 0.158 3.843 1.169 0.034
H -0.455 4.954 2.312 -0.001
H 0.472 5.591 0.957 0.005
H 2.242 4.314 1.932 0.040
C 2.550 -4.316 2.420 0.000
O 2.393 -2.952 2.236 -0.001
H 1.690 -4.744 2.935 0.000
H 2.664 -4.791 1.446 0.000
H 3.473 -4.616 2.916 0.000
H 1.470 -2.816 2.010 0.002
C 2.523 -3.334 -1.507 0.002
O 3.547 -4.025 -0.931 -0.001
H 2.962 -2.449 -1.968 -0.003
H 2.043 -4.003 -2.222 0.000
H 1.786 -2.990 -0.782 0.004
H 4.031 -3.391 -0.397 0.000
C 0.270 1.667 3.923 -0.001
O 1.488 1.857 3.308 -0.003
H -0.016 2.627 4.352 0.000
H -0.419 1.348 3.141 0.001
H 0.282 0.906 4.704 0.000
H 1.539 2.663 2.788 -0.002
C 1.639 3.831 -3.030 0.013
O 2.515 4.145 -1.953 -0.190
H 0.666 4.313 -2.937 -0.009
H 2.116 4.177 -3.947 0.015
H 1.461 2.762 -3.143 0.019
H 2.648 5.092 -2.042 0.037
C -4.037 0.089 0.982 0.000
O -5.149 -0.746 1.230 0.000
H -3.175 -0.576 1.035 0.000
H -4.054 0.531 -0.015 0.000
H -3.959 0.874 1.734 0.000
H -5.067 -1.386 1.940 0.000
C -1.501 4.164 -0.935 -0.015
O -2.131 5.109 -0.059 0.000
H -0.480 4.504 -1.108 0.011
H -1.517 3.228 -0.377 0.002
H -2.061 4.067 -1.866 -0.001
H -1.719 5.964 -0.205 0.000
```

Properties
Expectation value of S² = 2.01
Charge = -1
2S+1 = 3
Max |F| = 0.071 hartree/bohr
Kohn-Sham gap (spin up / spin down) = 4.701 / 5.566 eV
HOMO (spin up / spin down) = -2.5649 / -5.4194 eV



7.
The following is a DFT calculation (the ωB97M-V functional and the def2-TZVPD basis) of the molecule C2H5FSi.

Structure (XYZ):
```
9
Properties=species:S:1:pos:R:3:mulliken_charge:R:1
C 0.013 -0.257 -1.841 -0.545
C -0.317 0.631 -0.906 0.181
F -0.889 1.848 -1.230 -0.272
Si -0.041 0.471 1.114 0.413
H 0.459 -1.107 -1.329 0.206
H -0.188 0.000 -2.967 0.245
H -0.926 1.449 1.540 -0.099
H -0.509 -0.880 1.485 -0.067
H 1.347 0.912 1.175 -0.061
```

Properties
Structure (SMILES) = C=C(F)[SiH3]
ΔE to the lowest compared entry with this formula, charge and spin = 2.462 eV
Max |F| = 0.073 hartree/bohr
Kohn-Sham gap = 10.722 eV
HOMO = -9.7804 eV



8.
The following is a DFT calculation (the ωB97M-V functional and the def2-TZVPD basis) of a structure of composition C4H8N2.

Structure (XYZ):
```
14
Properties=species:S:1:pos:R:3:mulliken_charge:R:1
C -1.030 0.206 1.477 0.406
C -1.104 -1.097 -0.707 -1.161
C 1.744 0.323 -0.095 -0.709
C -0.968 0.199 0.104 0.008
N -1.342 0.026 2.574 -0.420
N 0.681 1.047 -0.581 -0.527
H -2.075 -1.437 -0.825 0.416
H -0.434 -1.839 -0.179 0.258
H -0.760 -0.694 -1.574 0.373
H 1.951 -0.580 -0.704 0.229
H 2.741 0.844 -0.097 0.320
H 1.480 -0.053 0.893 0.267
H -1.583 1.026 -0.189 0.268
H 0.698 2.029 -0.096 0.270
```

Properties
ΔE to the lowest compared entry with this formula, charge and spin = 3.251 eV
Max |F| = 0.104 hartree/bohr
Kohn-Sham gap = 9.685 eV
HOMO = -9.3282 eV